Record 1
Here is a 2-piece molecular cluster, C5H14 overall in a non-equilibrium geometry from the Open Molecules 2025 dataset. Energies are from ωB97M-V/def2-TZVPD.

As for the calculated total energy: -5410.0574 eV. The orbital gap comes out at 0.43465 hartree. As for the SMILES: CCC.CC. The energy above the lowest of the compared OMol25 structures with the same formula, charge and spin comes out at 192.2 kJ/mol.

Positions of all 19 atoms, in Å:
C (1.09753, -1.53290, -0.71830)
C (0.61709, -1.88066, 0.76587)
C (1.46535, -1.36171, 2.00027)
H (1.29671, -2.29198, -1.34091)
H (0.08000, -1.12646, -1.22652)
H (1.83003, -0.74338, -0.62130)
H (0.39857, -2.90999, 0.95072)
H (-0.32614, -1.31977, 0.79426)
H (1.19362, -1.70084, 2.94718)
H (1.21945, -0.31442, 2.27517)
H (2.53553, -1.10547, 1.76463)
C (-0.76275, 2.47149, -1.09792)
C (-1.99180, 1.51938, -0.80808)
H (-0.09468, 2.03254, -1.86849)
H (-1.08634, 3.44426, -1.47423)
H (-0.22670, 2.78988, -0.25188)
H (-2.34088, 1.37977, 0.32953)
H (-1.98668, 0.57370, -1.25566)
H (-2.91791, 2.07655, -1.16434)

Atoms 1-6, force components in eV/Å:
-4.201 3.186 2.700
0.247 1.602 0.212
0.584 3.115 -2.631
1.599 -2.967 -1.803
2.516 -0.339 0.968
0.221 0.079 -0.617

---

Record 2
Here is an isolated ion of composition C7H10N5 and charge +1 in a non-equilibrium geometry from the Open Molecules 2025 dataset. Energies are from ωB97M-V/def2-TZVPD.

The charge is +1. As for the calculated total energy: -14862.5211 eV. The orbital gap comes out at 0.29656 hartree. As for the SMILES: C[NH+](C)c1ncnc2cncn12. The energy above the lowest of the compared OMol25 structures with the same formula, charge and spin comes out at 247.9 kJ/mol.

Positions of all 22 atoms, in Å:
C (-1.91108, 0.56009, -1.34370)
N (-1.36702, 0.36776, 0.10778)
C (-2.35907, -0.42859, 0.95987)
C (-0.00835, -0.22302, 0.26431)
N (-0.01896, -1.46478, 0.45966)
C (1.09233, -2.16536, 0.44912)
N (2.27455, -1.67841, 0.14989)
C (2.34302, -0.42217, 0.00847)
C (3.40031, 0.47195, -0.16797)
N (2.92214, 1.68954, -0.16917)
C (1.61783, 1.75511, -0.16909)
N (1.13051, 0.47148, 0.03981)
H (-1.13677, 0.84421, -1.99058)
H (-2.49158, -0.27743, -1.58479)
H (-2.57805, 1.41474, -1.29269)
H (-1.47194, 1.34454, 0.43170)
H (-3.28918, 0.04268, 0.90983)
H (-2.44646, -1.46940, 0.86568)
H (-2.07987, -0.39936, 2.07756)
H (1.08838, -3.23539, 0.75220)
H (4.37940, 0.27869, -0.41299)
H (0.90985, 2.52310, -0.34491)

Atoms 1-6, force components in eV/Å:
-0.251 0.817 1.982
-1.159 0.297 0.088
1.320 1.084 3.096
0.083 1.228 -1.151
-1.689 -0.682 0.554
2.234 -2.486 0.363

---

Record 3
Here is one molecule with the formula C6H11P in a non-equilibrium geometry from the Open Molecules 2025 dataset. Energies are from ωB97M-V/def2-TZVPD.

As for the calculated total energy: -15685.5485 eV. The orbital gap comes out at 0.35626 hartree. As for the SMILES: C=C[C@H]1[C@@H](C)P1C. The energy above the lowest of the compared OMol25 structures with the same formula, charge and spin comes out at 221.4 kJ/mol.

Positions of all 18 atoms, in Å:
C (-0.61759, 0.70306, 2.50770)
C (-0.00699, 1.38689, 1.52155)
C (-0.16244, 1.21474, 0.07982)
C (0.52843, -0.17884, -0.39704)
C (1.41421, -1.12723, 0.39720)
P (-1.26469, -0.17231, -0.30720)
C (-1.19255, -0.60237, -2.40770)
H (-1.14607, -0.22566, 2.31394)
H (-0.21818, 0.95677, 3.43604)
H (0.59032, 2.25729, 1.71571)
H (0.06976, 1.99979, -0.66585)
H (0.76390, -0.04223, -1.49610)
H (2.36114, -0.72019, 0.56376)
H (1.44700, -1.89950, -0.23878)
H (0.96286, -1.54622, 1.27923)
H (-2.24125, -0.92147, -2.91003)
H (-0.44124, -1.38053, -2.51298)
H (-0.84661, 0.29803, -2.87927)

Atoms 1-6, force components in eV/Å:
1.437 0.003 -2.067
-1.402 0.678 0.087
1.490 -1.712 -2.050
-0.171 1.512 -0.144
-1.919 2.548 0.767
-0.928 -1.896 -2.998

---

Record 4
Here is a 4-piece molecular cluster, C28H32BClN7O7S2 overall in a non-equilibrium geometry from the Open Molecules 2025 dataset. Energies are from ωB97M-V/def2-TZVPD.

The charge is +1. As for the calculated total energy: -89168.6702 eV. The orbital gap comes out at 0.23771 hartree.

Positions of all 78 atoms, in Å:
C (3.38520, -2.98608, 1.53673)
C (3.10190, -2.28885, 0.10994)
S (2.04960, -0.76330, 0.18487)
C (0.26666, -1.25040, 0.59396)
N (-0.47429, 0.03102, 0.80366)
S (0.40017, 1.22009, 1.72601)
C (-1.84507, -0.16655, 1.28805)
N (-2.76993, 0.62426, 0.72286)
B (-4.23712, 0.64517, 1.08631)
C (-5.34891, 0.49007, -0.08375)
O (-4.74458, 0.83033, 2.43165)
N (-2.28863, -1.07727, 2.34700)
Cl (-1.20149, -1.15941, 3.68025)
C (-2.70453, -2.40012, 1.84666)
C (-3.46715, -3.32910, 2.80371)
C (-4.02792, -4.74059, 2.45105)
C (-3.70402, -5.12895, 0.95693)
C (-2.92200, -4.07615, 0.15115)
N (-2.45427, -2.79040, 0.50943)
H (3.05680, -2.34277, 2.42278)
H (4.50861, -3.18972, 1.66844)
H (2.86070, -4.01576, 1.51296)
H (2.67198, -2.99227, -0.68130)
H (4.13324, -1.94416, -0.28603)
H (0.33495, -1.93372, 1.50586)
H (-0.08492, -1.85613, -0.31513)
H (0.96441, 0.53126, 2.79089)
H (-2.46827, 1.28762, -0.02164)
H (-6.16469, -0.21696, 0.29601)
H (-4.83064, 0.00307, -0.97972)
H (-5.76232, 1.53714, -0.29447)
H (-4.05204, 0.61468, 3.09427)
H (-3.67044, -2.94064, 3.86679)
H (-4.61748, -5.40024, 3.16236)
H (-4.03868, -6.13548, 0.51603)
H (-2.67665, -4.39265, -0.93138)
C (7.42374, 1.71138, 1.59492)
C (6.10448, 1.26992, 1.61051)
C (5.76930, 0.09975, 2.28221)
C (6.76610, -0.61954, 2.94070)
C (8.09061, -0.18629, 2.92257)
C (8.41619, 0.98419, 2.24509)
N (6.41379, -1.83922, 3.67021)
O (5.24263, -2.19834, 3.64692)
O (7.30500, -2.42728, 4.26225)
H (7.67965, 2.62875, 1.07353)
H (5.33601, 1.84150, 1.10016)
H (4.73682, -0.23362, 2.28650)
H (8.87244, -0.74260, 3.42798)
H (9.44346, 1.33220, 2.22662)
C (4.43985, 6.06135, -2.56517)
C (5.79861, 6.27129, -2.34917)
C (6.63325, 5.19555, -2.06525)
C (6.09575, 3.91093, -2.00446)
C (4.73474, 3.69500, -2.21231)
C (3.90736, 4.77724, -2.49290)
N (6.97506, 2.77196, -1.73071)
O (8.16430, 3.00243, -1.53480)
O (6.47256, 1.65118, -1.71780)
H (3.79237, 6.90298, -2.79217)
H (6.20787, 7.27447, -2.40536)
H (7.69016, 5.37254, -1.89908)
H (4.30807, 2.69905, -2.16203)
H (2.84688, 4.62003, -2.65941)
C (-10.36403, -1.24521, -2.94354)
C (-9.12392, -1.84778, -2.75242)
C (-7.95823, -1.15792, -3.06780)
C (-8.04648, 0.13918, -3.57075)
C (-9.28524, 0.74508, -3.77145)
C (-10.44574, 0.04634, -3.45579)
N (-6.82116, 0.87932, -3.88082)
O (-5.75066, 0.30949, -3.70979)
O (-6.93561, 2.02483, -4.28851)
H (-11.27179, -1.78484, -2.69100)
H (-9.06639, -2.85545, -2.35425)
H (-6.99837, -1.63861, -2.91430)
H (-9.36249, 1.75197, -4.16694)
H (-11.41509, 0.50978, -3.60542)

Atoms 1-6, force components in eV/Å:
-0.099 -0.788 -0.673
0.689 -0.773 0.198
0.148 -0.055 -0.127
1.608 -1.864 -0.714
-1.243 -1.749 1.505
-0.120 0.593 0.413